# C22H45BaN5O3S6Si

A structure of composition C22H45BaN5O3S6Si (ωB97M-V/def2-TZVPD, the Open Molecules 2025 dataset).

Computed properties:
DFT total energy   -110730.1057 eV
ΔE to the lowest compared entry with this formula, charge and spin   33.7 kcal/mol
Kohn-Sham gap   4.84 eV
Charge   -2
Strongest force on any atom   3.62 eV/Å

Each line ends with the Mulliken charge.
Positions of all 83 atoms, in Å:
Ba  -0.90172  0.61975  -0.20507  2.075
N  -2.52172  2.71791  -0.23328  -0.330
C  -3.87517  2.19206  0.00733  -0.539
C  -3.84482  1.27661  1.23808  -0.995
N  -2.98072  0.07953  1.07148  0.706
C  -3.76528  -0.97010  0.39915  -0.992
C  -2.97667  -2.18837  -0.09954  -0.953
N  -1.80313  -1.80320  -0.90918  -0.366
C  -2.42327  -0.32310  2.39537  -0.762
C  -1.11992  -1.15053  2.41567  -0.154
N  0.00972  -0.40777  1.82056  -0.553
H  -2.17188  3.13619  0.64735  -0.187
H  -2.52240  3.44275  -0.94110  0.206
H  -4.21679  1.65920  -0.88636  0.351
H  -4.61145  2.97810  0.21556  0.439
H  -4.86490  0.97387  1.51498  0.300
H  -3.45685  1.88291  2.05539  0.566
H  -4.24534  -0.50840  -0.46817  0.388
H  -4.57162  -1.32034  1.06527  0.270
H  -3.68012  -2.81096  -0.66113  0.584
H  -2.64435  -2.79321  0.74123  0.239
H  -1.97977  -1.93909  -1.89824  0.164
H  -1.03509  -2.43834  -0.65868  -0.246
H  -3.19320  -0.85377  2.97681  0.182
H  -2.18827  0.59733  2.93247  0.338
H  -1.20189  -2.10262  1.90428  -0.065
H  -0.94951  -1.38492  3.47168  0.553
H  0.84185  -0.99692  1.80983  -0.097
H  0.23272  0.42103  2.38295  0.224
C  3.94352  -0.85047  0.46910  -1.258
C  3.41928  -1.36771  -0.86662  1.839
C  4.50349  -2.18110  -1.57506  -1.425
C  3.01796  -0.20889  -1.76336  -1.347
O  2.23262  -2.14839  -0.63744  1.223
Si  2.06627  -3.75433  -0.25229  -0.528
S  0.20881  -4.14204  0.50280  -0.967
O  3.35127  -4.08264  0.74692  0.015
C  3.84931  -5.27650  1.32324  1.795
C  2.80779  -6.39100  1.38036  -1.536
C  4.30269  -4.92003  2.73258  -1.830
C  5.03994  -5.73124  0.48123  -1.559
O  2.49794  -4.65557  -1.59793  -0.037
C  1.81474  -4.88175  -2.81815  1.790
C  0.77937  -5.98958  -2.65227  -1.705
C  1.14829  -3.60912  -3.33056  -1.108
C  2.88359  -5.33073  -3.80952  -1.838
H  4.84440  -0.24999  0.31751  0.461
H  4.17741  -1.69082  1.12538  -0.011
H  3.19868  -0.21473  0.95153  0.114
H  5.37240  -1.54415  -1.75563  0.588
H  4.13670  -2.55557  -2.53401  0.149
H  4.81095  -3.03602  -0.97101  0.058
H  3.89201  0.40412  -1.99252  0.455
H  2.27985  0.44318  -1.29333  0.056
H  2.58978  -0.58219  -2.69594  0.274
H  1.92348  -6.06188  1.92634  0.310
H  3.23754  -7.26980  1.86959  0.503
H  2.48507  -6.66356  0.37283  0.181
H  3.44871  -4.55949  3.30864  0.374
H  5.04797  -4.12315  2.69224  0.348
H  4.73432  -5.78855  3.23737  0.410
H  4.70956  -5.90131  -0.54556  0.129
H  5.47108  -6.65425  0.88049  0.481
H  5.80986  -4.95592  0.47199  0.309
H  0.06855  -5.71887  -1.86882  0.245
H  1.27337  -6.91913  -2.35708  0.336
H  0.24456  -6.15300  -3.59233  0.452
H  0.40976  -3.24839  -2.61272  -0.128
H  0.65154  -3.79995  -4.28568  0.606
H  1.88567  -2.81690  -3.47261  0.182
H  3.34685  -6.25728  -3.46356  0.351
H  3.65841  -4.56591  -3.89107  0.365
H  2.44762  -5.49777  -4.79866  0.392
S  2.55821  7.00970  4.73584  -0.402
C  1.85647  5.73113  3.90511  0.073
S  0.20819  5.30207  4.01621  -0.161
C  0.19254  3.90867  2.95456  -0.071
C  1.38003  3.61473  2.37122  -0.282
S  1.79076  2.34067  1.26631  -0.309
S  2.69001  4.69275  2.83762  -0.135
S  -1.32582  3.05857  2.78342  -0.560
N  -0.39720  1.27229  -3.90908  -0.686
C  -0.39637  1.10718  -2.75461  -0.330

Forces on atoms 1 to 2 (eV/Å):
Ba 2.5 2.0 -1.7
N -0.9 0.6 0.3